Below is 2 unconnected molecules or ions with the total composition C3H10N2O3S in a non-equilibrium geometry, with properties calculated with wB97M-V/def2-TZVPD.

Multiplicity: 1
E_tot, eV: -23229.285
Kohn-Sham gap, eV: 10.2
Energy relative to the best compared isomer or geometry (same formula, charge and spin), kJ/mol: 89.65
Charge: 0
M, g/mol: 154.2
Lowest unoccupied orbital energy, eV: 0.8148

Atoms and positions in Å:
C1 -0.4327 1.5981 2.1921
C2 -0.4580 0.1531 1.7858
C3 -1.0393 -0.0440 0.3872
N1 -2.2286 -0.7502 0.4299
N2 -0.5265 0.5031 -0.6536
O1 0.8809 -0.9913 -3.1092
O2 1.9489 -1.6855 -0.8176
O3 3.2265 -0.6066 -2.8655
S1 1.8746 -0.6000 -1.7124
H1 0.1387 1.8146 3.1160
H2 -0.0654 2.2229 1.4065
H3 -1.4795 1.8697 2.4316
H4 0.5713 -0.2085 1.7634
H5 -1.1114 -0.3144 2.6270
H6 -2.9130 -0.6694 -0.3869
H7 -2.4207 -1.3130 1.2155
H8 -1.1920 0.3363 -1.5194
H9 4.1181 -1.0035 -2.6576
H10 1.1082 -0.3114 -3.6327

So, what does the Löwdin scheme give us? The charges, in e, come out as: atom 1 (C): -0.13, atom 2 (C): -0.21, atom 3 (C): -0.52, atom 4 (N): 0.11, atom 5 (N): 0.05, atom 6 (O): -0.25, atom 7 (O): -0.40, atom 8 (O): -0.36, atom 9 (S): 0.94, atom 10 (H): 0.08, atom 11 (H): 0.06, atom 12 (H): 0.08, atom 13 (H): 0.10, atom 14 (H): 0.13, atom 15 (H): 0.14, atom 16 (H): 0.06, atom 17 (H): 0.10, atom 18 (H): 0.07, atom 19 (H): -0.05